Record 1
62
Properties=species:S:1:pos:R:3:nbo_charge:R:1 method="wB97M-V/def2-TZVPD" lumo_energy_ev=0.76 total_charge=0 largest_force_ha_per_bohr=0.0126 orbital_gap_ev=8.9 molar_mass_da=351.53 homo_energy_ha=-0.30049
C -5.479 -1.805 -0.800 -0.635
C -4.795 -1.401 0.514 -0.200
N -3.871 -0.296 0.445 -0.454
C -4.414 1.001 0.090 -0.210
C -3.175 1.818 -0.253 -0.412
C -2.331 0.796 -1.011 -0.409
C -2.616 -0.516 -0.263 -0.052
C -1.524 -0.838 0.770 -0.215
N -0.294 -1.228 0.123 -0.642
C 0.556 -2.133 0.634 0.681
O 0.352 -2.777 1.643 -0.639
C 1.867 -2.210 -0.179 -0.132
N 2.634 -1.018 0.152 -0.607
C 2.408 0.176 -0.433 0.708
O 1.613 0.299 -1.350 -0.671
C 3.224 1.311 0.168 -0.305
C 2.616 1.716 1.520 -0.378
C 1.261 2.392 1.334 -0.398
C 1.394 3.643 0.466 -0.217
C 0.047 4.341 0.304 -0.597
C 1.967 3.250 -0.895 -0.408
C 3.306 2.529 -0.757 -0.390
C 2.666 -3.482 0.113 -0.223
C 1.858 -4.707 -0.309 -0.607
C 4.008 -3.457 -0.615 -0.603
H -4.742 -2.042 -1.564 0.201
H -6.117 -1.006 -1.169 0.202
H -6.095 -2.684 -0.633 0.214
H -5.562 -1.133 1.247 0.193
H -4.243 -2.259 0.908 0.194
H -4.974 1.408 0.937 0.197
H -5.086 0.961 -0.782 0.159
H -3.405 2.703 -0.843 0.215
H -2.669 2.124 0.663 0.204
H -1.273 1.049 -1.028 0.212
H -2.679 0.721 -2.042 0.208
H -2.674 -1.361 -0.963 0.186
H -1.839 -1.666 1.408 0.227
H -1.365 0.039 1.409 0.185
H 0.015 -0.674 -0.668 0.428
H 1.630 -2.148 -1.247 0.226
H 3.205 -1.071 0.981 0.401
H 4.239 0.930 0.338 0.218
H 2.506 0.840 2.165 0.205
H 3.299 2.411 2.014 0.205
H 0.569 1.696 0.856 0.197
H 0.850 2.656 2.311 0.210
H 2.091 4.333 0.958 0.187
H -0.661 3.684 -0.197 0.202
H -0.363 4.615 1.273 0.206
H 0.155 5.244 -0.291 0.208
H 1.264 2.592 -1.405 0.226
H 2.104 4.141 -1.510 0.205
H 3.647 2.209 -1.743 0.218
H 4.050 3.219 -0.349 0.201
H 2.833 -3.534 1.194 0.212
H 0.926 -4.753 0.246 0.233
H 2.423 -5.614 -0.108 0.211
H 1.634 -4.668 -1.373 0.198
H 4.608 -2.600 -0.319 0.205
H 4.570 -4.361 -0.392 0.213
H 3.851 -3.407 -1.690 0.204

Record 2
61
Properties=species:S:1:pos:R:3:nbo_charge:R:1 method="wB97M-V/def2-TZVPD" lumo_energy_ev=-3.94 total_charge=+1 largest_force_ha_per_bohr=0.0329 orbital_gap_ev=6.9 molar_mass_da=350.51 homo_energy_ha=-0.39888
C 1.753 0.854 -3.261 -0.396
N 1.793 -0.131 -2.186 -0.448
C 1.336 -1.479 -2.480 -0.410
C 1.914 0.278 -0.870 -0.083
C 2.836 -0.534 0.024 -0.115
C 3.503 -1.745 -0.308 -0.123
C 4.060 -2.591 0.672 -0.242
C 4.019 -2.225 2.030 0.029
C 4.662 -3.072 3.094 -0.640
C 3.457 -0.978 2.361 -0.237
C 3.027 -0.109 1.351 -0.163
H 0.970 0.550 -3.987 0.206
H 1.469 1.822 -2.809 0.192
H 2.762 0.970 -3.722 0.211
H 0.393 -1.445 -3.066 0.190
H 2.121 -2.036 -3.045 0.208
H 1.083 -1.998 -1.546 0.217
H 2.026 1.398 -0.747 0.229
H 3.561 -2.109 -1.337 0.209
H 4.552 -3.536 0.427 0.225
H 4.368 -2.705 4.090 0.221
H 4.333 -4.103 2.930 0.225
H 5.758 -3.071 3.033 0.236
H 3.410 -0.597 3.385 0.220
H 2.727 0.930 1.513 0.201
C -3.867 0.294 -2.951 -0.633
C -2.611 0.974 -2.406 0.146
C -1.504 0.895 -3.452 -0.625
C -2.887 2.464 -2.076 -0.642
N -2.060 0.221 -1.192 -0.765
C -2.999 -0.616 -0.420 -0.236
C -2.566 -0.648 1.046 -0.235
N -1.507 0.337 1.260 -0.753
C -1.227 0.908 2.605 0.127
C -1.986 0.185 3.720 -0.628
C -1.552 2.421 2.594 -0.625
C 0.280 0.744 2.798 -0.617
P -0.987 1.052 -0.156 1.351
H 0.747 0.435 -0.466 0.052
H -4.757 0.439 -2.319 0.220
H -4.074 0.729 -3.944 0.239
H -3.718 -0.782 -3.113 0.227
H -0.693 1.599 -3.228 0.213
H -1.135 -0.141 -3.520 0.218
H -1.886 1.179 -4.435 0.230
H -1.932 3.003 -1.896 0.217
H -3.351 2.916 -2.960 0.239
H -3.564 2.601 -1.213 0.221
H -4.063 -0.226 -0.511 0.217
H -2.987 -1.718 -0.723 0.219
H -3.427 -0.419 1.739 0.225
H -2.252 -1.728 1.224 0.211
H -1.796 -0.896 3.712 0.226
H -1.600 0.558 4.686 0.240
H -3.074 0.352 3.690 0.221
H -0.844 2.959 1.928 0.213
H -2.590 2.633 2.271 0.221
H -1.406 2.816 3.607 0.235
H 0.823 1.479 2.182 0.205
H 0.569 0.927 3.838 0.230
H 0.587 -0.280 2.535 0.232

Record 3
71
Properties=species:S:1:pos:R:3:lowdin_charge:R:1 method="wB97M-V/def2-TZVPD" lumo_energy_ev=-7.71 total_charge=+1 largest_force_ha_per_bohr=0.0589 orbital_gap_ev=4.5 molar_mass_da=487.12 homo_energy_ha=-0.44989
Al -0.670 -0.015 -0.871 1.432
B -1.430 2.957 -1.172 -0.296
H -1.798 2.262 -2.031 -0.003
H -2.259 2.970 -0.378 -0.004
H -0.467 2.586 -0.649 -0.054
H -1.257 3.997 -1.631 0.026
B 1.970 1.455 -1.225 -0.317
H 2.227 0.330 -1.375 0.019
H 1.540 1.854 -2.217 -0.010
H 1.199 1.585 -0.375 -0.079
H 2.932 2.018 -0.949 0.017
O 1.499 -0.677 0.975 0.047
C 2.445 -1.373 1.280 -0.449
O 2.336 -2.361 2.170 0.029
C 3.603 -2.912 2.527 -0.137
C 4.425 -2.591 1.287 -0.133
C 3.888 -1.210 0.884 -0.053
H 3.554 -3.986 2.700 0.133
H 4.033 -2.485 3.435 0.134
H 4.279 -3.300 0.475 0.127
H 5.479 -2.392 1.485 0.122
H 3.968 -1.026 -0.184 0.127
H 4.212 -0.381 1.516 0.147
O -2.843 -1.905 -0.897 0.056
C -3.531 -2.864 -1.106 -0.433
O -3.379 -4.048 -0.427 0.041
C -4.247 -5.049 -0.937 -0.146
C -4.690 -4.533 -2.339 -0.135
C -4.583 -3.038 -2.173 -0.078
H -5.039 -5.239 -0.210 0.127
H -3.774 -6.023 -1.056 0.124
H -5.714 -4.790 -2.605 0.119
H -4.017 -4.934 -3.094 0.119
H -5.498 -2.582 -1.793 0.142
H -4.239 -2.594 -3.105 0.133
O -0.270 0.529 -3.744 0.031
C -0.212 1.339 -4.639 -0.471
O -0.675 1.075 -5.852 0.047
C -0.616 2.232 -6.713 -0.122
C 0.542 3.018 -6.090 -0.152
C 0.389 2.742 -4.605 -0.058
H -1.531 2.824 -6.681 0.130
H -0.439 1.819 -7.702 0.131
H 0.470 4.047 -6.443 0.121
H 1.472 2.635 -6.512 0.122
H -0.319 3.436 -4.149 0.130
H 1.346 2.776 -4.093 0.113
O -1.213 -1.426 1.503 0.054
C -0.828 -1.650 2.620 -0.453
O -0.686 -2.944 3.020 0.046
C -0.034 -3.013 4.281 -0.139
C -0.340 -1.656 4.952 -0.120
C -0.588 -0.719 3.760 -0.070
H 1.038 -3.052 4.094 0.104
H -0.372 -3.825 4.918 0.130
H 0.553 -1.310 5.471 0.114
H -1.223 -1.615 5.586 0.117
H 0.266 -0.061 3.608 0.118
H -1.472 -0.091 3.860 0.139
O -0.273 1.590 1.600 0.039
C 0.110 2.571 2.196 -0.457
O -0.212 2.763 3.476 0.051
C 0.524 3.836 4.029 -0.154
C 1.607 4.197 3.028 -0.130
C 1.103 3.583 1.709 -0.050
H 1.014 3.581 4.969 0.128
H -0.172 4.655 4.217 0.132
H 2.577 3.775 3.291 0.116
H 1.779 5.269 2.945 0.119
H 1.884 3.079 1.144 0.110
H 0.647 4.285 1.010 0.139

Record 4
80
Properties=species:S:1:pos:R:3:lowdin_charge:R:1 method="wB97M-V/def2-TZVPD" lumo_energy_ev=0.03 total_charge=0 largest_force_ha_per_bohr=0.0834 orbital_gap_ev=7.9 molar_mass_da=983.30 homo_energy_ha=-0.28872
C -1.172 3.804 3.817 -0.108
O 0.160 3.855 3.319 -0.225
C 1.101 3.242 4.206 -0.207
C 1.583 1.831 3.673 -0.162
C 1.418 1.840 2.139 -0.188
C 2.037 0.583 1.407 -0.304
N 1.008 -0.483 1.425 -0.441
Br 1.447 -1.600 2.883 0.863
C 0.869 -1.216 0.148 -0.560
C 0.114 -2.600 0.325 -0.203
C 1.025 -3.866 0.344 -0.149
C 0.165 -5.018 0.919 -0.639
F 1.010 -6.076 1.092 0.095
F -0.794 -5.415 0.093 0.158
F -0.293 -4.748 2.144 0.131
C 0.002 -0.446 -0.897 -0.193
O 0.306 0.938 -0.955 -0.102
C -0.801 1.790 -1.180 -0.251
C -1.590 1.503 -2.519 -0.129
C -3.127 1.306 -2.366 -0.245
C -3.520 -0.080 -1.759 -0.566
Cl -5.235 -0.470 -2.188 0.545
B -0.146 3.285 -1.396 -0.584
N -0.876 4.451 -1.867 0.178
O 1.200 3.468 -1.118 0.148
C -1.726 1.922 0.066 -0.336
O -1.776 1.137 0.935 0.175
N -2.572 3.153 0.202 0.162
C -3.799 2.859 0.844 -0.557
O -3.957 2.788 1.975 0.220
F -4.883 2.701 0.063 0.122
P 2.506 -1.675 -0.758 0.926
N 3.050 -0.339 -1.740 -0.163
O 3.721 -1.907 0.384 -0.304
H -1.237 3.980 4.908 0.091
H -1.740 4.623 3.331 0.088
H -1.666 2.850 3.540 0.087
H 0.678 3.099 5.213 0.113
H 1.976 3.920 4.220 0.122
H 2.620 1.613 3.964 0.114
H 0.847 1.110 4.069 0.091
H 1.865 2.738 1.656 0.113
H 0.359 1.852 1.837 0.091
H 2.295 0.942 0.400 0.082
H 2.965 0.305 1.943 0.082
H -0.573 -2.559 1.188 0.106
H -0.552 -2.734 -0.553 0.120
H 1.885 -3.797 1.027 0.090
H 1.303 -4.217 -0.659 0.109
H -1.049 -0.665 -0.633 0.115
H 0.163 -0.945 -1.882 0.129
H -1.461 2.367 -3.213 0.043
H -1.207 0.625 -3.067 0.119
H -3.536 1.277 -3.396 0.108
H -3.648 2.139 -1.871 0.091
H -3.396 -0.085 -0.668 0.064
H -2.869 -0.824 -2.243 0.073
H -1.036 5.040 -1.046 0.090
H -1.816 4.215 -2.183 0.070
H 1.438 3.039 -0.280 0.073
H -2.058 3.714 0.890 0.140
H 3.602 0.343 -1.222 0.028
H 2.288 0.096 -2.254 0.027
H 4.268 -1.102 0.383 0.045
Br 1.238 4.665 -7.932 0.606
C 0.752 5.194 -6.122 -0.695
C 1.436 4.333 -5.094 -0.659
Br 0.589 2.584 -4.954 0.715
H -0.331 5.153 -6.060 0.051
H 1.079 6.228 -6.030 0.059
H 1.341 4.773 -4.101 0.056
H 2.486 4.159 -5.311 0.054
Br 2.376 -9.781 3.549 0.601
C 0.815 -9.369 2.458 -0.708
C -0.018 -10.598 2.207 -0.701
Br 0.791 -11.743 0.854 0.597
H 1.179 -8.904 1.547 0.042
H 0.252 -8.637 3.035 0.057
H -0.990 -10.323 1.800 0.056
H -0.158 -11.208 3.095 0.049